a | A cluster of 2 separate species, C5H12N2 in total, computed with the ωB97M-V functional and the def2-TZVPD basis.

ORCA input file:
```
! wB97M-V def2-TZVPD RIJCOSX def2/J DEFGRID3
* xyz 0 1
H -1.137 2.347 -0.903
N -1.157 1.841 -0.008
C -1.853 0.754 -0.140
N -2.596 0.264 0.885
H -2.076 0.283 -1.111
H -2.331 0.642 1.788
H -2.776 -0.730 0.895
C 0.557 -1.519 0.937
C 0.438 -1.113 -0.499
C 1.101 -0.090 -1.091
C 2.096 0.825 -0.454
H -0.378 -1.985 1.264
H 0.733 -0.664 1.594
H 1.360 -2.248 1.074
H -0.070 -1.826 -1.146
H 1.016 0.005 -2.172
H 1.913 1.854 -0.778
H 2.051 0.809 0.636
H 3.108 0.553 -0.771
*
```

Properties
**Lowest unoccupied orbital energy**: 0.996 eV
**SMILES string**: [H]/N=C/N.C/C=C\C
**HOMO-LUMO gap**: 9.60 eV
**HOMO**: -8.6070 eV
**Molecular weight**: 100.2 g/mol

b | A cluster of 2 separate species, C5H12N2 in total, computed with the ωB97M-V functional and the def2-TZVPD basis.

ORCA input file:
```
! wB97M-V def2-TZVPD RIJCOSX def2/J DEFGRID3
* xyz 0 1
C 0.774 1.403 1.036
C 0.412 0.194 0.518
C 1.287 -1.016 0.713
N -0.989 -0.068 0.435
C -1.582 -1.383 0.336
H 1.779 1.567 1.387
H 0.158 2.280 0.908
H 2.329 -0.710 0.768
H 1.036 -1.534 1.639
H 1.174 -1.712 -0.117
H -1.575 0.757 0.440
H -1.328 -1.843 -0.622
H -2.665 -1.295 0.412
H -1.217 -2.028 1.134
C 0.482 0.956 -1.642
N -0.792 0.730 -1.881
H 0.913 1.960 -1.653
H 1.169 0.167 -1.930
H -1.365 1.574 -1.879
*
```

Properties
**Lowest unoccupied orbital energy**: 0.954 eV
**SMILES string**: C=C(C)NC.C=N
**HOMO-LUMO gap**: 8.62 eV
**HOMO**: -7.6618 eV
**Molecular weight**: 100.2 g/mol

We find a to be the most stable, with the next structure 1.910 eV higher.

a | A structure of composition C5H12N2, computed with the ωB97M-V functional and the def2-TZVPD basis.

ORCA input file:
```
! wB97M-V def2-TZVPD RIJCOSX def2/J DEFGRID3
* xyz 0 1
C 1.495 -0.205 0.887
C 1.025 0.785 -0.230
C -0.055 0.353 -1.173
C 0.211 -0.712 -2.051
C -1.863 0.520 0.596
N -1.347 0.808 -0.829
N 0.084 -1.091 1.519
H 2.216 0.402 1.420
H 1.880 -1.111 0.394
H 1.833 1.110 -0.824
H 0.581 1.712 0.176
H 1.198 -1.121 -2.155
H -0.632 -1.254 -2.572
H -1.001 0.925 1.213
H -2.782 1.048 0.908
H -2.153 -0.506 0.808
H -2.069 0.470 -1.444
H 0.767 -0.119 1.823
H 0.612 -2.015 1.534
*
```

Properties
**Lowest unoccupied orbital energy**: 0.875 eV
**HOMO-LUMO gap**: 8.82 eV
**HOMO**: -7.9486 eV
**Molecular weight**: 100.2 g/mol

b | An isolated molecule of C5H12N2, computed with the ωB97M-V functional and the def2-TZVPD basis.

ORCA input file:
```
! wB97M-V def2-TZVPD RIJCOSX def2/J DEFGRID3
* xyz 0 1
C 1.025 -1.026 -2.092
C 0.368 -1.813 -1.175
C 0.071 -1.425 0.227
C 0.315 0.076 0.631
N 0.926 0.300 2.041
C -0.923 0.919 0.383
N -0.485 2.279 0.069
H 1.361 -0.041 -1.882
H 1.141 -1.311 -3.129
H -0.371 -2.410 -1.697
H -1.088 -1.632 0.498
H 0.521 -2.000 1.105
H 1.155 0.445 0.085
H 0.211 -0.066 2.692
H 0.716 1.286 2.196
H -1.616 0.788 1.259
H -1.530 0.451 -0.457
H -1.342 2.925 0.180
H -0.456 2.253 -0.935
*
```

Properties
**Lowest unoccupied orbital energy**: 0.877 eV
**SMILES string**: C=CC[C@H](N)CN
**HOMO-LUMO gap**: 10.25 eV
**HOMO**: -9.3769 eV
**Molecular weight**: 100.2 g/mol

We find b to be the most stable, with the next structure 3.891 eV higher.

a | A cluster of 2 separate species, C4H8P in total, computed with the ωB97M-V functional and the def2-TZVPD basis.

ORCA input file:
```
! wB97M-V def2-TZVPD RIJCOSX def2/J DEFGRID3
* xyz 1 1
C -1.750 -0.215 0.558
C -0.861 -0.699 1.385
C 0.733 1.587 0.081
C 0.680 -1.170 -1.234
P -0.083 -0.010 -0.069
H -2.758 0.064 0.413
H -1.019 -1.136 3.277
H 0.185 2.173 0.777
H 0.586 2.205 -0.952
H 1.696 1.333 0.126
H 1.677 -1.278 -0.967
H 0.660 -0.662 -2.273
H 0.253 -2.192 -1.121
*
```

Properties
**Lowest unoccupied orbital energy (spin up / spin down)**: -5.720 / -5.717 eV
**HOMO-LUMO gap (spin up / spin down)**: 8.98 / 8.98 eV
**HOMO (spin up / spin down)**: -14.7015 / -14.7006 eV
**Molecular weight**: 87.1 g/mol

b | A cluster of 2 separate species, C4H8P in total, computed with the ωB97M-V functional and the def2-TZVPD basis.

ORCA input file:
```
! wB97M-V def2-TZVPD RIJCOSX def2/J DEFGRID3
* xyz 1 1
C 1.936 0.002 -0.783
C 1.068 -0.934 -1.280
C -1.037 1.097 -0.736
C -0.052 -0.744 1.591
P 0.281 0.099 -0.039
H 2.915 0.305 -0.931
H 1.046 -2.307 -2.011
H -1.862 0.426 -1.001
H -0.740 1.668 -1.668
H -1.646 1.844 -0.207
H 0.684 -0.205 2.396
H 0.361 -1.698 1.425
H -1.096 -0.791 2.008
*
```

Properties
**Lowest unoccupied orbital energy**: -4.492 eV
**HOMO-LUMO gap**: 10.95 eV
**HOMO**: -15.4465 eV
**Molecular weight**: 87.1 g/mol

We find b to be the most stable, with the next structure 1.659 eV higher.

a | An isolated molecule of C3H4N4, computed with the ωB97M-V functional and the def2-TZVPD basis.

ORCA input file:
```
! wB97M-V def2-TZVPD RIJCOSX def2/J DEFGRID3
* xyz 0 1
N -1.302 1.514 -0.203
C -0.356 0.544 0.011
C -0.470 -0.751 -0.541
N 0.422 -1.672 -0.269
C 1.414 -1.284 0.553
N 1.567 -0.080 1.075
N 0.671 0.858 0.794
H -1.833 1.457 -1.058
H -0.990 2.448 0.034
H -1.292 -1.015 -1.206
H 2.169 -2.020 0.810
*
```

Properties
**Lowest unoccupied orbital energy**: 0.164 eV
**SMILES string**: Nc1cncnn1
**HOMO-LUMO gap**: 9.52 eV
**HOMO**: -9.3543 eV
**Molecular weight**: 96.1 g/mol

b | An isolated molecule of C3H4N4, computed with the ωB97M-V functional and the def2-TZVPD basis.

ORCA input file:
```
! wB97M-V def2-TZVPD RIJCOSX def2/J DEFGRID3
* xyz 0 1
N -0.936 -1.575 -1.436
C -0.020 -0.654 -1.024
C -0.455 0.358 2.788
N 0.165 1.005 2.022
C 0.842 1.620 0.979
N 0.654 1.337 -0.245
N -0.374 0.457 -0.504
H -0.639 -2.521 -1.604
H -1.892 -1.440 -1.143
H 1.026 -0.924 -1.189
H 1.579 2.367 1.255
*
```

Properties
**Lowest unoccupied orbital energy**: 0.555 eV
**HOMO-LUMO gap**: 9.63 eV
**HOMO**: -9.0745 eV
**Molecular weight**: 96.1 g/mol

c | An isolated molecule of C3H4N4, computed with the ωB97M-V functional and the def2-TZVPD basis.

ORCA input file:
```
! wB97M-V def2-TZVPD RIJCOSX def2/J DEFGRID3
* xyz 0 1
C 0.072 0.947 -0.836
C -0.294 -0.427 -0.914
C 0.707 1.144 1.425
N 0.470 1.652 0.157
N 0.512 0.003 1.867
N -0.721 -2.285 0.442
N -0.341 -1.171 0.130
H -0.012 1.496 -1.767
H -0.566 -0.841 -1.878
H 1.128 1.912 2.086
H -0.585 -2.578 1.399
*
```

Properties
**Lowest unoccupied orbital energy (spin up / spin down)**: -1.313 / -0.374 eV
**HOMO-LUMO gap (spin up / spin down)**: 7.47 / 8.43 eV
**HOMO (spin up / spin down)**: -8.7877 / -8.8003 eV
**Molecular weight**: 96.1 g/mol

d | A structure of composition C3H4N4, computed with the ωB97M-V functional and the def2-TZVPD basis.

ORCA input file:
```
! wB97M-V def2-TZVPD RIJCOSX def2/J DEFGRID3
* xyz 0 1
C -0.183 0.569 1.084
C -0.159 1.202 -0.216
C 0.299 -0.784 0.335
H 0.576 0.926 1.778
H -0.996 0.469 1.580
H 0.830 1.681 -0.813
H -0.998 1.781 -0.611
N -0.151 -0.261 -0.765
N -0.009 -1.289 -1.720
N 0.390 -2.222 -0.995
N 0.401 -2.072 0.343
*
```

Properties
**Lowest unoccupied orbital energy**: 0.527 eV
**HOMO-LUMO gap**: 10.60 eV
**HOMO**: -10.0724 eV
**Molecular weight**: 96.1 g/mol

We find a to be the most stable, with the next structure 1.605 eV higher.

a | A structure of composition C3H4N4, computed with the ωB97M-V functional and the def2-TZVPD basis.

ORCA input file:
```
! wB97M-V def2-TZVPD RIJCOSX def2/J DEFGRID3
* xyz 0 1
N 1.783 -0.400 -0.547
C 0.642 0.332 -0.393
C 0.141 1.163 0.535
N -1.254 0.949 0.294
C -1.702 -0.414 0.392
N -1.175 -1.086 -0.555
N -0.588 0.118 -1.077
H 2.239 -0.659 0.315
H 1.808 -1.102 -1.270
H 0.550 1.852 1.251
H -2.451 -0.768 1.079
*
```

Properties
**Lowest unoccupied orbital energy**: 0.539 eV
**HOMO-LUMO gap**: 8.98 eV
**HOMO**: -8.4458 eV
**Molecular weight**: 96.1 g/mol

b | An isolated molecule of C3H4N4, computed with the ωB97M-V functional and the def2-TZVPD basis.

ORCA input file:
```
! wB97M-V def2-TZVPD RIJCOSX def2/J DEFGRID3
* xyz 0 1
C 1.401 -0.575 -0.033
N 1.254 0.835 -0.264
C -0.166 0.752 -0.099
N -1.429 1.230 -0.072
N -2.122 -0.005 -0.007
N -1.291 -1.140 -0.192
C -0.119 -0.588 -0.040
H 1.798 -0.765 1.090
H 2.082 -1.296 -0.671
H 1.690 1.575 0.321
H -3.098 -0.023 -0.033
*
```

Properties
**Lowest unoccupied orbital energy**: 0.959 eV
**SMILES string**: C1Nc2n[nH]nc21
**HOMO-LUMO gap**: 9.94 eV
**HOMO**: -8.9814 eV
**Molecular weight**: 96.1 g/mol

We find b to be the most stable, with the next structure 0.947 eV higher.

a | An isolated molecule of C3H4N4, computed with the ωB97M-V functional and the def2-TZVPD basis.

ORCA input file:
```
! wB97M-V def2-TZVPD RIJCOSX def2/J DEFGRID3
* xyz 0 1
N -0.917 1.636 -0.803
C -0.338 0.603 -0.098
C -0.217 -0.609 -0.717
N 0.337 -1.666 -0.064
C 0.903 -1.505 1.080
N 1.182 -0.152 1.688
N 0.640 0.865 1.161
H -1.372 1.464 -1.700
H -1.229 2.471 -0.349
H -0.449 -0.794 -1.770
H 1.459 -2.313 1.570
*
```

Properties
**Lowest unoccupied orbital energy**: 0.311 eV
**SMILES string**: Nc1cncnn1
**HOMO-LUMO gap**: 9.00 eV
**HOMO**: -8.6939 eV
**Molecular weight**: 96.1 g/mol

b | An isolated molecule of C3H4N4, computed with the ωB97M-V functional and the def2-TZVPD basis.

ORCA input file:
```
! wB97M-V def2-TZVPD RIJCOSX def2/J DEFGRID3
* xyz 0 1
C 0.031 0.654 -0.057
C 0.802 1.497 0.670
C 0.678 -1.601 0.159
N -1.243 0.992 -0.526
N -1.874 0.110 -0.980
N -2.548 -0.685 -1.355
N 0.408 -0.550 -0.484
H 1.777 1.116 1.015
H 0.505 2.598 0.726
H 1.205 -2.357 -0.340
H 0.259 -1.774 1.174
*
```

Properties
**Lowest unoccupied orbital energy**: 0.527 eV
**HOMO-LUMO gap**: 8.98 eV
**HOMO**: -8.4549 eV
**Molecular weight**: 96.1 g/mol

We find a to be the most stable, with the next structure 1.247 eV higher.